# 1
Computed, not measured: the ion C8H8NO with charge +1 at a distorted geometry, with wB97M-V/def2-TZVPD.

Structure (XYZ):
```
18
C8H8NO (wB97M-V/def2-TZVPD)
C 0.4913 1.3592 1.8663
C -0.2571 1.8146 0.8048
C 0.4848 0.0375 2.2349
C -0.8009 0.8849 -0.0305
C -0.0608 -0.9079 1.4017
C -0.6244 -0.4248 0.1954
C -2.0610 -2.1506 -0.0822
C -0.2819 -1.1130 -2.2820
N -1.1960 -1.4488 -0.7560
O -2.7300 -2.6458 0.6621
H 0.7737 1.9532 2.7314
H -0.3016 2.8763 0.5870
H 1.1516 -0.2024 3.1197
H -1.3566 1.1868 -0.9544
H 0.0167 -1.9775 1.5369
H -0.6733 -0.1060 -2.6597
H -0.4260 -1.9097 -3.0429
H 0.7782 -1.0450 -1.9680
```

Energy above the lowest of the compared OMol25 structures with the same formula, charge and spin ... 15.1 kcal/mol
Calculated total energy ... -11953.4028 eV
Kohn-Sham gap ... 8.8 eV
Total charge ... +1

# 2
Computed, not measured: a cluster of 15 separate species, C4H37NO16 in total at a distorted geometry, with wB97M-V/def2-TZVPD.

Structure (XYZ):
```
58
C4H37NO16 (wB97M-V/def2-TZVPD)
O 0.3150 1.6248 -0.0408
C 0.6582 0.8972 -0.9612
O 1.3629 1.3759 -1.9768
C 0.7303 -0.6850 -1.0302
C 1.3174 -1.3950 0.2312
C 1.3167 -2.9260 -0.0589
N -0.7544 -0.8548 -1.0623
H 1.8675 2.2189 -1.9501
H 1.7750 -2.2826 -3.1887
H 2.3292 -1.2380 0.5283
H 0.6248 -1.2871 1.0545
H 1.2375 -3.4511 0.9170
H 2.2146 -3.1295 -0.6451
H 0.4257 -3.2767 -0.6232
H -0.9197 -1.5415 -1.7679
H -1.1104 -1.1852 -0.1742
H -0.2413 2.9926 1.7647
H -0.0791 4.1929 2.7511
O -0.4427 3.9218 1.9073
H 0.6084 -1.6370 2.2925
H -0.6332 -2.4746 3.0990
O 0.1769 -1.9557 3.0981
H 1.3207 -0.8865 -1.9048
H 0.5187 -3.2277 -3.0310
O 1.1945 -2.7013 -2.5424
H -1.4644 2.4506 -2.1462
H -0.1190 2.4778 -3.0351
O -1.0689 2.5157 -3.0106
H -2.9842 -0.0177 -3.3194
H -2.2384 0.8438 -2.2910
O -2.9333 0.1880 -2.3636
H -1.7041 -1.5143 1.8551
H -3.1317 -1.7358 1.1724
O -2.2252 -2.0322 1.2395
H -4.2592 0.7037 0.6540
H -2.8863 0.3450 0.0730
O -3.5952 0.0084 0.6351
H -3.8727 -2.8989 -0.0760
H -4.2480 -1.4340 -0.2284
O -4.6063 -2.3459 -0.3526
H 2.1276 4.2242 2.1970
H 2.3802 2.8275 2.2220
O 2.8551 3.6386 1.9378
H -1.4837 -4.8581 -0.4182
H -1.9176 -3.4771 -0.2131
O -1.6717 -4.0684 -0.9399
H 4.0364 -0.2698 1.2733
H 3.8000 -1.2933 2.4392
O 3.6103 -0.4036 2.1323
H 3.2425 3.7755 -0.6857
H 3.6401 2.4144 -0.1048
O 3.0391 2.8221 -0.7303
H 0.9890 1.1515 1.7343
H 2.0821 0.8670 2.8215
O 1.3221 1.4311 2.6019
H -0.3946 4.7979 -0.6075
H -0.9950 3.5276 -0.2621
O -1.1384 4.2499 -0.8901
```

Energy above the lowest of the compared OMol25 structures with the same formula, charge and spin ... 146.7 kcal/mol
Calculated total energy ... -38996.7906 eV
Kohn-Sham gap ... 9.3 eV

# 3
Computed, not measured: a structure of composition C4H8Br2N at a distorted geometry, with wB97M-V/def2-TZVPD.

Structure (XYZ):
```
15
C4H8Br2N (wB97M-V/def2-TZVPD)
C -0.5192 1.9642 1.2196
C -0.8437 0.7513 0.4678
C 0.9419 -1.7488 -1.5169
C -0.4327 -0.4091 0.9709
N 1.3156 -0.5871 -1.0852
Br -1.9177 0.9700 -1.0338
Br -1.0477 -2.0940 -0.0246
H -1.5475 2.2214 1.5312
H 0.0338 1.7643 2.1436
H 0.3820 -2.1303 -2.4508
H 1.4269 -2.6811 -1.1463
H -0.3774 2.8557 0.6408
H -0.2314 -0.6052 2.0598
H 0.9010 0.3298 -1.4304
H 1.9161 -0.6010 -0.3456
```

Energy above the lowest of the compared OMol25 structures with the same formula, charge and spin ... 33.9 kcal/mol
Calculated total energy ... -145843.3455 eV
Kohn-Sham gap ... 9.5 eV
Total charge ... +1

# 4
Computed, not measured: an isolated molecule of C3H10N4O at a distorted geometry, with wB97M-V/def2-TZVPD.

Structure (XYZ):
```
18
C3H10N4O (wB97M-V/def2-TZVPD)
C -2.2042 0.3114 0.9054
C -0.0300 -1.3692 -1.0726
C 0.6669 0.8453 -0.4408
H -2.3538 -0.6757 1.4262
H -3.1930 0.8552 0.7642
H -1.5491 0.9515 1.5496
H -0.7652 -2.1457 -0.9092
H -0.1288 -1.0486 -2.1303
H 0.9880 -1.7864 -0.9145
H -0.6664 2.0398 -0.9210
H 2.6099 1.2577 -0.2633
H 2.3386 -1.2244 0.7588
H 1.5286 -0.1717 1.6812
N -0.2304 -0.2407 -0.1812
N 0.3448 2.0312 -0.7356
N 1.9658 0.4564 -0.1810
N 2.2623 -0.2464 1.0218
O -1.5840 0.1603 -0.3574
```

Energy above the lowest of the compared OMol25 structures with the same formula, charge and spin ... 93.6 kcal/mol
Calculated total energy ... -11278.1432 eV
Kohn-Sham gap ... 10.2 eV
Structure (SMILES) ... [H]/N=C(/NN)N(C)OC

# 5
Computed, not measured: a structure of composition C35H44N4OPS2Si3Tc, with wB97M-V/def2-TZVPD.

Structure (XYZ):
```
91
C35H44N4OPS2Si3Tc (wB97M-V/def2-TZVPD)
Tc 0.2939 -0.2468 0.2538
O -0.5152 -2.3805 2.0778
N 0.5060 -2.0338 1.1950
C 1.5043 -2.8128 1.3057
C 2.7497 -2.8305 0.5428
C 3.5603 -3.9087 0.9100
C 4.7955 -4.1278 0.3266
C 5.2492 -3.2484 -0.6351
C 4.4598 -2.1697 -1.0136
C 3.2078 -1.9403 -0.4582
P 2.3058 -0.4905 -1.1257
C 1.9930 -0.8499 -2.8842
C 2.2188 -2.0993 -3.4490
C 1.9357 -2.3182 -4.7911
C 1.4194 -1.2968 -5.5707
C 1.1922 -0.0453 -5.0104
C 1.4836 0.1804 -3.6763
C 3.5329 0.8609 -1.3017
C 3.7795 1.8517 -0.3546
C 4.7627 2.8066 -0.5608
C 5.5226 2.7908 -1.7184
C 5.2852 1.8181 -2.6780
C 4.2976 0.8683 -2.4776
H -1.3349 -2.2328 1.5789
H 1.3761 -3.6129 2.0275
H 3.2129 -4.5832 1.6819
H 5.3983 -4.9710 0.6343
H 6.2183 -3.3885 -1.0951
H 4.8444 -1.4906 -1.7603
H 2.5954 -2.9167 -2.8487
H 2.1074 -3.2972 -5.2182
H 1.1956 -1.4714 -6.6146
H 0.8007 0.7595 -5.6187
H 1.3375 1.1722 -3.2666
H 3.1959 1.9034 0.5437
H 4.9318 3.5619 0.1957
H 6.2902 3.5364 -1.8780
H 5.8629 1.7997 -3.5926
H 4.1203 0.1398 -3.2562
C 1.0395 0.4352 4.2527
Si 0.5253 1.8617 3.1308
C 1.9917 2.9764 2.7454
C -0.5270 2.9475 4.2646
C -0.4969 1.2487 1.6170
Si -0.9207 2.6787 0.4102
C -1.1305 4.3357 1.2600
C 0.4729 2.8369 -0.8372
C -2.4375 2.4751 -0.6991
Si -2.1111 0.6470 2.3796
C -2.0581 -0.3981 3.9309
C -3.4286 1.9500 2.6957
C -2.8112 -0.3614 0.9396
C -4.1320 -0.7825 0.8395
C -4.6504 -1.1758 -0.3818
C -3.8316 -1.0984 -1.4951
C -2.5106 -0.7353 -1.3277
N -1.9856 -0.4147 -0.1332
H 2.0900 0.5407 4.5317
H 0.9169 -0.5515 3.8046
H 0.4515 0.4607 5.1720
H 2.2150 3.5212 3.6674
H 1.7723 3.7263 1.9835
H 2.9064 2.4527 2.4717
H 0.0998 3.1357 5.1423
H -1.4339 2.4743 4.6396
H -0.7942 3.9178 3.8471
H -0.2216 4.6964 1.7403
H -1.9300 4.3374 2.0005
H -1.4012 5.0557 0.4824
H 1.4074 3.1824 -0.3989
H 0.1612 3.5567 -1.6004
H 0.6944 1.9067 -1.3743
H -3.3296 2.0398 -0.2499
H -2.1979 1.8958 -1.5926
H -2.7023 3.4807 -1.0389
H -1.8941 0.2148 4.8176
H -1.3138 -1.1913 3.9268
H -3.0487 -0.8517 4.0399
H -3.1734 2.5928 3.5381
H -4.3586 1.4358 2.9552
H -3.6369 2.5880 1.8382
H -4.7610 -0.7629 1.7209
H -5.6779 -1.5029 -0.4717
H -4.1943 -1.3344 -2.4852
H -1.8496 -0.6901 -2.1783
S -0.6615 -4.0540 -2.4457
C -0.2754 -2.6812 -1.7462
N 0.0136 -1.6592 -1.2283
S 4.4201 -0.2379 2.5805
C 3.0043 -0.0431 1.8873
N 1.9641 0.1335 1.3544
```

Calculated total energy ... -101803.9858 eV
2S+1 ... 2
Kohn-Sham gap (spin up / spin down) ... 7.2 / 5.8 eV
Total charge ... +1

# 6
Computed, not measured: a structure of composition C34H27ClI2MoN6O4, with wB97M-V/def2-TZVPD.

Structure (XYZ):
```
75
C34H27ClI2MoN6O4 (wB97M-V/def2-TZVPD)
Mo -0.2073 0.6828 0.2584
C 2.5323 1.3053 1.5564
N 1.9146 0.1797 0.8169
C 2.0066 -1.1134 1.5206
C 0.7368 -1.3142 2.2768
N -0.3860 -0.6739 1.9556
C -1.3859 -1.2447 2.7670
C -2.7582 -1.0300 2.8339
C -3.4767 -1.7702 3.7502
C -2.8592 -2.7128 4.5857
C -1.5033 -2.9548 4.5148
C -0.7959 -2.2041 3.5867
N 0.5533 -2.2174 3.2384
C 1.7698 2.5304 1.1791
N 0.4363 2.5223 1.2477
C 0.0379 3.7894 0.7784
C -1.2260 4.3611 0.6646
C -1.2914 5.6440 0.1612
C -0.1374 6.3535 -0.2110
C 1.1215 5.8041 -0.0823
C 1.1711 4.5106 0.4191
N 2.2502 3.6640 0.6807
H 3.6027 1.3843 1.3624
H 2.3856 1.1362 2.6264
H 2.3133 0.0637 -0.1174
H 2.8829 -1.1584 2.1729
H 2.1054 -1.9093 0.7733
H -3.2610 -0.3384 2.1798
H -4.5450 -1.6287 3.8228
H -3.4603 -3.2675 5.2910
H -1.0235 -3.6893 5.1450
H 1.2686 -2.8141 3.6266
H -2.1158 3.8388 0.9842
H -2.2531 6.1277 0.0681
H -0.2384 7.3593 -0.5915
H 2.0116 6.3554 -0.3475
H 3.2279 3.8833 0.5559
I 1.5326 2.3643 -4.2598
C -0.3993 2.2413 -3.5519
C -1.4894 2.5889 -4.3914
C -2.7819 2.5682 -3.9404
I -4.3039 3.1069 -5.2390
C -3.0635 2.1847 -2.5910
C -4.3280 2.2069 -1.9734
C -4.4477 1.8897 -0.6431
C -3.3111 1.5100 0.0741
N -2.1137 1.4313 -0.4806
C -1.9783 1.7953 -1.7925
C -0.6550 1.8300 -2.2758
O 0.2978 1.5244 -1.3636
H -1.2804 2.8870 -5.4090
H -5.1977 2.4943 -2.5491
H -5.4023 1.9299 -0.1403
H -3.3793 1.2832 1.1279
C 3.7510 -3.4839 -2.9066
C 3.0851 -3.9820 -1.6603
C 3.8236 -4.4175 -0.5683
C 3.1964 -4.8515 0.5917
Cl 4.1564 -5.3387 1.9553
C 1.8174 -4.9027 0.6732
C 1.0610 -4.4694 -0.4104
C 1.6923 -3.9961 -1.5550
O 0.9936 -3.4908 -2.6413
C -0.1364 -2.7302 -2.3121
C 0.2736 -1.5304 -1.4847
O 1.4182 -1.1288 -1.4411
O -0.7113 -0.9648 -0.7995
H 4.8128 -3.3190 -2.7367
H 3.2935 -2.5538 -3.2408
H 3.6466 -4.2049 -3.7179
H 4.9042 -4.4058 -0.6155
H 1.3387 -5.3006 1.5575
H -0.0144 -4.5330 -0.3500
H -0.8859 -3.2991 -1.7586
H -0.6192 -2.3883 -3.2308
```

Energy above the lowest of the compared OMol25 structures with the same formula, charge and spin ... 13.8 kcal/mol
Calculated total energy ... -83397.0524 eV
2S+1 ... 3
Kohn-Sham gap (spin up / spin down) ... 5.1 / 5.9 eV
Total charge ... +2

# 7
Computed, not measured: a structure of composition C27H59ClOOsP2Si3 at a distorted geometry, with wB97M-V/def2-TZVPD.

Structure (XYZ):
```
94
C27H59ClOOsP2Si3 (wB97M-V/def2-TZVPD)
Os 0.4583 0.4795 0.5467
C -0.3567 2.4307 -0.1644
C 0.4591 2.5799 1.0042
C 1.7856 2.1208 0.6155
Si -0.0919 3.1001 2.7115
C 1.7328 1.6909 -0.7374
C 0.4132 1.9226 -1.2613
Si -0.1157 1.8989 -3.0663
H -1.4014 2.7030 -0.2201
H 2.6576 2.1480 1.2597
H 2.5680 1.2896 -1.3145
Cl 0.6832 -3.1700 0.0206
C -1.6089 3.0051 -3.3052
C 1.3127 2.5312 -4.1051
C -1.6458 4.1365 2.6365
C 1.2698 4.0449 3.5792
H 1.3836 3.6140 -3.9443
H 1.1169 2.3504 -5.1678
H 2.2701 2.0745 -3.8382
H -2.3844 2.7946 -2.5563
H -2.0265 2.8388 -4.3078
H -1.3004 4.0568 -3.2190
H 1.3351 5.0396 3.1194
H 2.2470 3.5583 3.4946
H 1.0249 4.1750 4.6413
H -1.4091 5.1286 2.2261
H -2.0545 4.2757 3.6468
H -2.4106 3.6701 2.0013
C -0.6241 0.1804 -3.7082
C -0.4496 1.4772 3.6157
P 0.2813 -1.2523 -3.0147
H -0.5266 0.2066 -4.8057
H -1.6904 0.0409 -3.4663
P 0.5359 0.0755 2.9873
H -1.5153 1.2373 3.4499
H -0.2954 1.6261 4.6970
C 0.0054 -1.4100 3.9826
C 2.2744 0.3793 3.6559
C 2.0149 -1.0248 -3.7323
C -0.3436 -2.7272 -3.9884
C -1.1356 -3.6375 -3.0432
H 0.5698 -3.2623 -4.3072
C -1.1898 -2.3830 -5.2167
H -2.1121 -1.8638 -4.9292
H -1.4723 -3.3213 -5.7124
H -0.6526 -1.7657 -5.9467
H -0.5610 -3.8525 -2.1288
H -1.3619 -4.5862 -3.5542
H -2.0948 -3.1788 -2.7562
H 2.3303 -0.0375 -3.3574
C 2.0422 -1.0140 -5.2577
C 2.9461 -2.0993 -3.1564
H 1.4597 -0.1957 -5.6994
H 1.6876 -1.9672 -5.6688
H 3.0843 -0.8836 -5.5773
H 3.0216 -2.0409 -2.0627
H 3.9488 -1.9593 -3.5758
H 2.5976 -3.1078 -3.4176
H 2.6204 1.2793 3.1166
C 3.2063 -0.7922 3.3218
C 2.2925 0.6564 5.1620
H 1.7914 1.5920 5.4350
H 3.3372 0.7393 5.4853
H 1.8392 -0.1671 5.7305
H 3.2741 -0.9857 2.2483
H 2.8918 -1.7178 3.8219
H 4.2162 -0.5447 3.6834
C -0.4737 -2.5499 3.1062
C -1.0489 -1.0980 5.0488
H 0.9265 -1.7440 4.4876
H -1.9901 -0.7878 4.5796
H -0.7238 -0.3352 5.7591
H -1.2464 -2.0233 5.6029
H -1.4274 -2.3181 2.6119
H -0.6070 -3.4540 3.7221
H 0.2468 -2.8040 2.3127
C 1.9083 -0.8866 0.1715
H 2.9700 -0.6692 0.0223
H 1.7860 -1.6196 0.9785
H 1.5127 -1.1573 -0.8183
C -2.5052 -2.4605 0.2465
Si -2.8475 -0.6361 0.5109
C -3.6330 -0.0088 -1.0681
C -4.0167 -0.4582 1.9838
O -1.5342 0.2536 0.9164
H -3.0975 -2.8639 -0.5874
H -2.7198 -3.0810 1.1265
H -1.4327 -2.5941 -0.0028
H -4.2861 -0.7855 -1.4993
H -4.2404 0.8878 -0.8692
H -2.8775 0.2475 -1.8232
H -3.5946 -0.8873 2.9078
H -4.2311 0.6055 2.1817
H -4.9724 -0.9725 1.7860
```

Energy above the lowest of the compared OMol25 structures with the same formula, charge and spin ... 11.4 kcal/mol
Calculated total energy ... -88203.3783 eV
2S+1 ... 5
Kohn-Sham gap (spin up / spin down) ... 6.0 / 5.0 eV

# 8
Computed, not measured: a cluster of 3 separate species, C40H57ClN2O10 in total at a distorted geometry, with wB97M-V/def2-TZVPD.

Structure (XYZ):
```
110
C40H57ClN2O10 (wB97M-V/def2-TZVPD)
C 0.4185 7.5718 -3.1313
C 1.0391 6.6102 -2.3177
C 1.6021 5.3636 -3.0784
O 2.7700 5.1076 -3.0759
O 0.6600 4.5803 -3.7461
C 0.1672 3.5077 -2.8794
C -1.0463 4.0206 -2.0331
C -0.8393 4.2570 -0.4882
C 0.6024 4.0661 0.1007
C 0.8883 2.6135 0.6932
C 0.3282 1.4440 -0.1897
C 0.2827 0.0682 0.5841
C 0.8383 -0.0881 1.9363
C 0.7637 -1.3566 2.6822
C 1.3694 -1.3647 4.1312
C 0.2895 -0.8017 5.1262
N -0.9736 -1.5904 5.0872
C 0.1150 -2.5509 2.0984
C 0.0214 -3.8489 2.9457
C 0.8005 -5.0802 2.3176
O 1.5307 -5.7061 3.4330
C 2.8038 -6.0192 2.8882
C 4.0034 -5.1274 3.3320
O 2.8684 -6.9390 2.1216
C -0.4074 -2.4235 0.7254
C -0.3210 -1.1385 -0.0102
C -0.9071 -1.1335 -1.4523
O -1.2053 -0.1199 -2.0558
C -1.1819 -2.4856 -2.1876
C -1.3762 -2.4773 -3.7491
C -2.9337 -2.3818 -4.0932
C -3.8650 -2.0133 -2.8805
C -5.3584 -1.7187 -3.3589
N -6.2186 -1.9664 -2.1528
C -1.2819 -3.6771 -1.5306
C -1.5938 -5.0495 -2.1826
C -0.3367 -5.9858 -2.3611
C 0.9539 -5.2166 -2.8642
Cl 2.2032 -6.3622 -3.5544
C -1.1009 -3.6306 0.0229
O -1.5622 -4.5744 0.6375
H -0.5819 7.3484 -3.5947
H 0.8776 8.5761 -3.2902
H 1.1114 6.6582 -1.2069
H -0.2378 2.7463 -3.6050
H 0.9828 2.9904 -2.3240
H -1.8783 3.2664 -2.1540
H -1.4529 4.9618 -2.5011
H -1.1712 5.3089 -0.2521
H -1.5420 3.5883 0.0888
H 0.7015 4.7704 0.9778
H 1.4514 4.3040 -0.5864
H 2.0137 2.5028 0.6881
H 0.5855 2.5724 1.7690
H 0.9880 1.2700 -1.0762
H -0.7167 1.6018 -0.5601
H 1.3172 0.7788 2.4531
H 2.2906 -0.7224 4.0813
H 1.7318 -2.3861 4.4341
H 0.6387 -0.7413 6.1871
H 0.0304 0.2551 4.8219
H -1.6354 -1.1822 5.7548
H -1.4366 -1.4564 4.1793
H 0.3111 -3.7209 4.0151
H -1.0677 -4.1441 2.9647
H 1.5023 -4.6978 1.5266
H 0.0863 -5.8424 1.9047
H 3.7125 -4.4960 4.2168
H 4.8798 -5.7734 3.5710
H 4.2101 -4.4161 2.4845
H -1.0203 -3.4402 -4.2091
H -0.7659 -1.6734 -4.2383
H -3.3234 -3.3615 -4.4985
H -3.0307 -1.6488 -4.9390
H -3.9171 -2.8881 -2.1882
H -3.5422 -1.1065 -2.3118
H -5.4270 -0.6311 -3.6346
H -5.6815 -2.4008 -4.1847
H -7.1552 -2.2554 -2.4464
H -6.2694 -1.1129 -1.5988
H -2.1137 -4.9471 -3.1764
H -2.3246 -5.6185 -1.5396
H -0.5170 -6.8335 -3.0787
H -0.0712 -6.3780 -1.3382
H 1.3987 -4.6518 -1.9991
H 0.6981 -4.4955 -3.6750
O -1.4211 -0.7124 7.8502
C -0.6988 -0.1810 8.6465
O 0.6322 0.0101 8.4506
C 1.2180 0.5704 9.6357
C 0.0689 1.2210 10.3780
C -1.1023 0.3262 10.0099
H 1.6806 -0.2365 10.2099
H 1.9869 1.2906 9.3578
H 0.2408 1.3020 11.4512
H -0.1021 2.2277 9.9879
H -1.1972 -0.5223 10.6904
H -2.0357 0.8830 9.9591
O 2.1732 5.2460 -9.8945
C 2.3516 5.5147 -8.7406
O 2.0701 6.7286 -8.1956
C 2.5015 6.7520 -6.8266
C 2.5667 5.2993 -6.4038
C 2.9514 4.6021 -7.6970
H 3.4771 7.2439 -6.7777
H 1.7896 7.3214 -6.2285
H 3.2618 5.1205 -5.5847
H 1.5779 4.9618 -6.0848
H 4.0340 4.5672 -7.8355
H 2.5247 3.6031 -7.7596
```

Energy above the lowest of the compared OMol25 structures with the same formula, charge and spin ... 87.6 kcal/mol
Calculated total energy ... -78376.0446 eV
Kohn-Sham gap ... 7.8 eV
Structure (SMILES) ... C=CC(=O)OCCCCCCc1cc(CCN)c(CCOC(C)=O)c2c1C(=O)C(CCCCN)=C(CCCCl)C2=O.O=C1CCCO1.O=C1CCCO1